Run i
The following is a quantum chemistry calculation of one molecule with the formula C4H11N3, from the OMol25 dataset.

```
18
Properties=species:S:1:pos:R:3
C -1.2714 0.6134 0.8268
H -2.3432 -1.2780 -0.7730
C -1.3332 -1.1140 -1.1492
H -1.4129 -0.6202 -2.1251
C -0.5532 -0.2814 -0.1861
H 2.4487 -0.7630 -0.9956
H 2.6085 0.2272 0.6808
N 0.7302 -0.3118 -0.1387
H -0.8447 -2.0785 -1.3150
N 1.4676 -1.0060 -1.0975
H 1.0729 1.6893 1.3185
H 1.3740 0.1892 2.0437
H -0.4817 2.4242 0.5791
H -2.2301 0.9089 0.3564
H 1.1791 -0.7749 -2.0446
N -0.4991 1.7118 1.3097
H -1.5394 -0.0509 1.6613
C 1.6281 0.5148 1.0486
```

The HOMO-LUMO gap comes out at 0.2512 Ha. As for the charge: 0. Its HOMO energy is -6.2 eV.

Mulliken population analysis, charges in e, atoms 1 to 2: atom 1 (C): -0.608, atom 2 (H): 0.389



Run ii
The following is a quantum chemistry calculation of a 2-piece molecular cluster, C4H11N3 overall, from the OMol25 dataset.

```
18
Properties=species:S:1:pos:R:3
H -3.5920 -0.1407 0.8867
H 0.2962 -1.0815 -0.2386
N 2.8998 -0.6368 0.6363
H 3.8439 -0.2839 0.4804
C -2.1776 -0.8415 -1.1594
C 2.1860 1.3331 -0.6621
H -2.0929 0.7624 1.2483
H -1.5869 -1.3527 -1.9117
N 0.3996 -0.2139 0.2767
H -3.0633 -0.2951 -1.5041
C -2.5178 -0.2326 1.0927
H 1.7643 2.2287 -0.2061
H 0.9094 -0.3587 1.2604
H 3.2414 1.5103 -0.8681
H 1.6880 1.1647 -1.6166
H -2.3862 -0.8166 2.0037
N -1.7954 -0.8880 0.0341
C 1.9836 0.1429 0.2475
```

As for the structure (SMILES): [H]/N=C(\C)N.C=NC. The HOMO-LUMO gap comes out at 0.3575 Ha. As for the charge: 0. Its HOMO energy is -8.8 eV.

Mulliken population analysis, charges in e, atoms 1 to 2: atom 1 (H): 0.390, atom 2 (H): 0.292



Run iii
The following is a quantum chemistry calculation of one molecule with the formula C4H11N3, from the OMol25 dataset.

```
18
Properties=species:S:1:pos:R:3
H -1.2610 -0.0525 -1.0237
H 0.6430 -2.2352 0.4082
H -0.3718 0.7969 -2.2825
H -2.2045 -1.2431 -0.5174
H -1.7464 -0.6209 1.0790
C 1.2511 -0.2074 -0.1232
C 0.7947 1.1967 0.2025
H -0.6003 2.5835 -0.2931
H 2.1539 1.6279 1.4784
H -1.5803 -2.2801 0.5142
C -1.4235 -1.2350 0.2437
N 1.3221 2.0043 1.0363
N -0.2896 1.6451 -0.5065
H 2.3052 -0.3229 0.1534
C 0.3858 -1.2009 0.6255
N -0.9977 0.9906 -1.4962
H 1.1894 -0.3980 -1.1999
H 0.4301 -1.0491 1.7014
```

As for the structure (SMILES): [H]/N=C(\CCC)NN. The HOMO-LUMO gap comes out at 0.3416 Ha. As for the charge: 0. Its HOMO energy is -8.5 eV.

Mulliken population analysis, charges in e, atoms 1 to 2: atom 1 (H): 0.355, atom 2 (H): 0.393



Run iv
The following is a quantum chemistry calculation of a 2-piece molecular cluster, C4H11N3 overall, from the OMol25 dataset.

```
18
Properties=species:S:1:pos:R:3
H 1.1238 1.6266 1.4413
H 0.9511 -2.0092 0.6861
H -0.4095 -0.4252 -2.3080
H 1.0295 2.8077 0.0029
H 0.4023 -1.8622 -1.6865
H -1.1273 1.2538 -0.9023
C 1.1167 1.7773 0.3561
H -2.3059 1.5847 0.9692
H -1.3505 -1.6732 -1.4450
H 2.1551 0.1281 0.0912
C -0.8312 0.7839 0.0476
N -0.1189 -0.4596 -0.2260
N 1.7451 0.8947 -0.4462
H 0.3107 -0.7967 1.8108
H -0.7875 -1.9783 1.0922
C -0.3950 -1.1426 -1.4859
N -1.6040 0.8543 1.0978
C 0.0957 -1.3642 0.9047
```

As for the structure (SMILES): [H]/N=C/N(C)C.C=N. The HOMO-LUMO gap comes out at 0.3006 Ha. As for the charge: 0. Its HOMO energy is -8.1 eV.

Mulliken population analysis, charges in e, atoms 1 to 2: atom 1 (H): 0.245, atom 2 (H): 0.363



It is run iii that is the most stable of them.



Run i
The following is a quantum chemistry calculation of one molecule with the formula C5H11NO2, from the OMol25 dataset.

```
19
Properties=species:S:1:pos:R:3
H -0.5355 -0.3581 -1.5251
H -0.8101 1.7664 -0.2087
O -0.1664 -2.5166 -0.7492
N 1.3091 0.4037 -1.0526
C -2.2230 0.3588 0.5346
H -2.8196 1.1783 0.9083
C 0.0206 -0.1326 -0.6131
H 1.9466 0.2548 0.9478
H -2.7192 0.0858 -0.3986
O 0.4437 -1.6634 1.2174
C -0.7882 0.7941 0.2945
H -2.2927 -0.4799 1.2276
H 1.0978 1.2006 -1.6330
H -0.2150 0.9516 1.2084
C 0.1719 -1.4922 0.0535
C 2.2515 0.7704 0.0451
H -0.1440 -3.3276 -0.2169
H 3.2086 0.3633 -0.2659
H 2.2638 1.8426 0.2257
```

As for the structure (SMILES): CC[C@@H](NC)C(=O)O. The HOMO-LUMO gap comes out at 0.3631 Ha. As for the charge: 0. Its HOMO energy is -9.0 eV.

Mulliken population analysis, charges in e, atoms 1 to 2: atom 1 (H): 0.323, atom 2 (H): 0.376



Run ii
The following is a quantum chemistry calculation of a 2-piece molecular cluster, C5H11NO2 overall, from the OMol25 dataset.

```
19
Properties=species:S:1:pos:R:3
H 2.4777 1.0127 -1.4463
C 1.7529 1.3077 -0.6808
H -0.3445 -1.8950 -1.6636
C -1.0196 -1.2378 -1.1108
H 2.6329 -0.8483 0.6350
H -1.8945 -1.0211 -1.7294
H -2.6909 -0.3681 2.2294
N -0.3662 0.0143 -0.7501
C 0.9475 0.1172 -0.2110
H 1.1160 2.0941 -1.0977
C 1.6010 -0.9446 0.3157
H 1.0761 -1.8470 0.6062
C -1.4148 0.7488 1.4844
O -2.2475 1.6095 1.2748
H -1.3606 -1.7537 -0.2116
H -0.6093 0.7845 -1.3707
H 2.2976 1.7414 0.1630
O -1.7230 -0.4096 2.1063
H -0.2309 0.8950 1.4572
```

As for the structure (SMILES): C=C(C)NC.O=CO. The HOMO-LUMO gap comes out at 0.3373 Ha. As for the charge: 0. Its HOMO energy is -8.3 eV.

Mulliken population analysis, charges in e, atoms 1 to 2: atom 1 (H): 0.315, atom 2 (C): -1.339



It is run i that is the most stable of them.



Run i
The following is a quantum chemistry calculation of a 2-piece molecular cluster, C5H11NO2 overall, from the OMol25 dataset.

```
19
Properties=species:S:1:pos:R:3
C -0.8476 -0.4483 0.2702
C 0.1476 0.3812 1.0907
C 0.7971 -1.9550 0.9651
C 1.3576 -0.5423 1.2621
H 2.0970 -0.3277 0.5028
H 1.1400 -2.5919 1.7982
O -0.6306 0.7523 -1.7901
H -1.9076 -0.2651 0.4485
H 1.2976 -2.3508 0.0563
H -1.1605 -2.3049 1.3509
O 0.1313 3.1182 -1.0376
H 0.3613 1.2845 0.5273
C -0.6373 -0.3005 -1.2143
H 0.9801 3.5804 -0.9745
N -0.6277 -1.9032 0.5916
H -0.5807 -1.2668 -1.7807
H 0.0190 3.1445 -2.0052
H 1.7437 -0.4229 2.2610
H -0.3646 0.7301 1.9845
```

As for the structure (SMILES): O=C[C@@H]1CCCN1.O. The HOMO-LUMO gap comes out at 0.3668 Ha. As for the charge: 0. Its HOMO energy is -9.1 eV.

Mulliken population analysis, charges in e, atoms 1 to 2: atom 1 (C): 0.228, atom 2 (C): -0.489



Run ii
The following is a quantum chemistry calculation of a 3-piece molecular cluster, C5H11NO2 overall, from the OMol25 dataset.

```
19
Properties=species:S:1:pos:R:3
H -1.7252 0.5137 -2.9126
N -0.0202 -0.9140 -2.7982
H 0.8462 -0.8217 0.3966
C 0.2776 -0.7123 -0.5569
H 1.2338 0.9958 1.8616
H 0.6337 2.4256 1.6559
H 0.4205 -1.1322 -3.6423
O 0.9029 1.6108 1.1918
O -2.1374 2.5843 6.2344
C 1.8914 -2.5074 -1.6924
H 2.7580 -2.0473 -0.9990
H -2.8607 2.0814 5.6845
H -1.4443 1.9912 6.1451
C 0.7729 -1.3783 -1.6398
H -1.0291 0.9653 -0.2511
H 1.4874 -3.3748 -1.1990
H 2.2131 -2.7405 -2.6935
C -0.7793 0.1791 -1.0246
C -0.9153 0.0824 -2.3978
```

As for the structure (SMILES): Cc1ccc[nH]1.O.O. The HOMO-LUMO gap comes out at 0.3072 Ha. As for the charge: 0. Its HOMO energy is -7.9 eV.

Mulliken population analysis, charges in e, atoms 1 to 2: atom 1 (H): 0.410, atom 2 (N): -0.118



It is run i that is the most stable of them.



Run i
The following is a quantum chemistry calculation of a 2-piece molecular cluster, C5H11NO2 overall, from the OMol25 dataset.

```
19
Properties=species:S:1:pos:R:3
H 0.1422 -1.2551 -1.6627
H -0.4600 -2.4214 0.7891
N -0.8569 -1.4899 0.9196
H 2.6667 1.3227 1.3090
O -1.8713 -1.5379 -1.4014
C -0.8043 0.8170 -1.3333
H 1.2074 2.3146 1.1976
C 0.8786 0.2272 1.5171
C -0.8517 -0.8480 -1.9155
H -0.8691 1.2153 -0.3249
C 1.6493 1.3572 0.9153
H -1.6443 -1.6000 -0.2341
H -1.7353 1.1421 -1.7945
C -0.0139 -0.5400 0.9363
O 1.1920 0.0330 2.8552
H 1.6954 1.2888 -0.1686
H 0.6060 -0.6329 3.2372
H -0.9637 -0.6671 -2.9869
H 0.0329 1.2744 -1.8545
```

As for the structure (SMILES): CC(O)=C=N.CCO. The HOMO-LUMO gap comes out at 0.3161 Ha. As for the charge: 0. Its HOMO energy is -8.7 eV.

Mulliken population analysis, charges in e, atoms 1 to 2: atom 1 (H): 0.289, atom 2 (H): 0.292



Run ii
The following is a quantum chemistry calculation of one molecule with the formula C5H11NO2, from the OMol25 dataset.

```
19
Properties=species:S:1:pos:R:3
H -0.9609 -1.3622 -1.8926
H 2.5941 -0.1763 -0.8368
N -1.4357 0.4701 1.3326
C -0.8263 -0.0483 0.1425
O -1.2230 -1.9283 -1.2456
H -1.2090 0.6424 -0.6266
O -1.6981 -2.1767 0.8480
H -2.4352 0.3634 1.0892
C 0.8691 1.5308 0.4649
H -1.2894 -0.4331 1.9228
H 1.4871 -1.1802 -1.5603
C 1.5066 -0.2174 -0.9856
H 1.2050 -0.4268 1.1377
C -1.2115 -1.4644 -0.0692
H 1.8769 1.6581 1.3227
H 0.9235 2.0003 -0.5589
H -0.0510 2.0248 0.9809
C 0.6270 0.0967 0.2381
H 1.2508 0.6270 -1.7037
```

As for the structure (SMILES): CC(C)[C@H](N)C(=O)O. The HOMO-LUMO gap comes out at 0.3930 Ha. As for the charge: 0. Its HOMO energy is -10.2 eV.

Mulliken population analysis, charges in e, atoms 1 to 2: atom 1 (H): 0.364, atom 2 (H): 0.338



Run iii
The following is a quantum chemistry calculation of one molecule with the formula C5H11NO2, from the OMol25 dataset.

```
19
Properties=species:S:1:pos:R:3
O 2.6372 0.5511 0.1330
H 0.8485 -0.0606 -1.7066
C -0.7032 -1.0588 -0.6800
H 1.6353 -0.1496 2.1345
H -1.0713 -1.4087 -1.6374
H -0.9059 2.7632 -1.4268
H -1.4075 -0.9141 1.3788
H -0.8731 -2.5003 0.8965
C -1.3826 -1.6033 0.5280
H 0.6388 1.8457 -0.1128
N -1.2036 1.8920 -1.0206
H 3.4198 0.4950 0.7059
H -2.0659 1.3891 -1.1663
C 1.7964 -0.5202 0.2426
C 0.4407 -0.2677 -0.7238
H -2.4213 -1.8462 0.2931
H -0.6622 1.0439 0.8185
O 1.5607 -0.9109 1.5232
C -0.2809 1.2605 -0.1802
```

The HOMO-LUMO gap (spin up / spin down) comes out at 0.2802 / 0.2594 Ha. As for the charge: 0. Its HOMO energy (spin up / spin down) is -7.0 / -6.6 eV.

Mulliken population analysis, charges in e, atoms 1 to 2: atom 1 (O): -0.438, atom 2 (H): 0.380



Run iv
The following is a quantum chemistry calculation of a 2-piece molecular cluster, C5H11NO2 overall, from the OMol25 dataset.

```
19
Properties=species:S:1:pos:R:3
C 1.5857 1.3292 -0.2028
N -1.5275 0.2074 1.9384
H 1.0603 -2.3703 -2.1077
O 0.5231 -0.6341 -1.1605
C 0.9166 0.0345 0.1582
C 0.5648 -2.0508 -1.1904
H -0.9088 0.4590 2.6995
H 1.1265 -2.4858 -0.3593
C -1.2832 0.9787 0.7901
H -1.7159 1.2966 -1.2642
H 0.8431 1.9973 -0.6382
H -2.0037 -0.4193 -0.6681
H -1.1755 2.0380 0.9967
C -1.6304 0.5752 -0.4689
H 2.3444 1.1413 -0.9607
H -0.4539 -2.4476 -1.1352
H 2.0230 1.7855 0.6840
H -1.3526 -0.7748 1.7581
O 1.0641 -0.6599 1.1313
```

As for the structure (SMILES): COC(C)=O.C=CN. The HOMO-LUMO gap comes out at 0.3357 Ha. As for the charge: 0. Its HOMO energy is -8.2 eV.

Mulliken population analysis, charges in e, atoms 1 to 2: atom 1 (C): -1.170, atom 2 (N): -0.600



It is run iv that is the most stable of them.